Below is 4 unconnected molecules or ions with the total composition CH11N2O3 in a non-equilibrium geometry, with properties calculated with ωB97M-V/def2-TZVPD.

* HOMO energy: -15.0799 eV
* molecular weight: 99.1 g mol⁻¹
* net charge: +1
* HOMO-LUMO gap: 11.22 eV
* electronic energy: -10331.9945 eV

```
17
Properties=species:S:1:pos:R:3:forces:R:3:mulliken_charge:R:1
N -0.90455 0.63992 -0.82881 -0.47 -0.52 2.57 -0.201
C -1.62177 -0.27989 -1.37544 0.45 -1.53 -2.00 0.195
N -1.03906 -1.36103 -1.95858 -0.44 0.78 1.26 -0.338
H -0.00833 0.30940 -0.41832 0.43 0.80 -1.31 0.205
H -1.37681 1.30852 -0.21718 -0.20 0.06 -0.09 0.362
H -2.69803 -0.29209 -1.46361 -0.22 1.16 -0.31 0.361
H -1.29342 -1.63371 -2.88822 -0.49 -0.60 0.11 0.240
H -0.35245 -1.86049 -1.42597 0.85 0.05 -0.53 0.241
H -1.43584 0.86012 2.17916 -0.28 0.20 0.18 0.321
H -2.47369 2.00232 2.34337 0.16 -0.24 -0.18 0.327
O -2.12266 1.35486 1.71269 0.17 0.04 -0.03 -0.654
H 2.66372 0.29602 -0.80474 -0.03 0.03 -0.19 0.305
H 1.95387 -0.13328 0.46734 0.40 -0.27 -0.13 0.372
O 1.79362 0.05267 -0.47488 -0.32 -0.08 0.51 -0.705
H 3.21298 -1.28904 2.55470 0.01 -0.07 -0.08 0.324
H 3.22220 0.22815 2.38482 0.14 -0.06 0.03 0.329
O 3.10386 -0.59479 1.89571 -0.17 0.25 0.18 -0.684
```
Forces are in eV/Å.

***

Below is 4 unconnected molecules or ions with the total composition CH11N2O3 in a non-equilibrium geometry, with properties calculated with ωB97M-V/def2-TZVPD.

* HOMO energy (alpha / beta): -17.9164 / -17.5892 eV
* molecular weight: 99.1 g mol⁻¹
* net charge: +2
* HOMO-LUMO gap (alpha / beta): 10.22 / 2.44 eV
* multiplicity: 2
* electronic energy: -10317.3562 eV

```
17
Properties=species:S:1:pos:R:3:forces:R:3:lowdin_spin:R:1
N -0.64717 1.28257 -0.47475 -1.82 0.00 -0.32 0.020
C -1.81044 1.06855 -1.06645 1.13 -0.37 -1.75 0.000
N -2.23316 -0.15353 -1.35620 0.31 0.18 0.70 0.029
H 0.00137 0.49200 -0.38797 -0.10 0.82 0.65 0.000
H -0.42987 2.25777 -0.31376 0.54 -0.29 0.28 0.000
H -2.30952 1.89746 -1.57158 0.05 0.11 0.39 0.001
H -2.52515 -0.36314 -2.30383 -0.82 0.09 0.40 0.000
H -2.12567 -0.89131 -0.64860 0.29 -0.22 -0.39 0.000
H 5.02014 1.02474 1.72563 0.05 -0.14 -0.03 0.009
H 4.38247 0.01844 0.58760 -0.02 -0.36 0.04 0.007
O 4.72529 0.92778 0.77543 0.02 0.47 -0.05 0.888
H -2.03388 -2.22900 1.68621 0.01 0.41 -0.05 0.000
H -2.60921 -2.95278 0.53422 -0.35 -0.46 -0.50 0.000
O -2.18631 -2.12086 0.73715 0.38 0.05 0.49 0.000
H 1.14623 -1.27234 0.55681 0.09 0.16 -0.51 0.000
H 1.43291 -0.32364 1.63050 -0.16 0.57 0.34 -0.001
O 1.34666 -0.32481 0.67057 0.39 -1.02 0.31 0.047
```
Forces are in eV/Å.